198
Properties=species:S:1:pos:R:3:forces:R:3:mulliken_charge:R:1 method="wB97M-V/def2-TZVPD" e_tot_ha=-5309.94621 total_charge=0 smiles="CN(C)P(=O)(N(C)C)N(C)C.CN(C)P(=O)(N(C)C)N(C)C.CN(C)P(=O)(N(C)C)N(C)C.CN(C)P(=O)(N(C)C)N(C)C.CN(C)P(=O)(N(C)C)N(C)C.COC[C@H](C)N.O=C1CCCO1.O=C1CCCO1.O=C1CCCO1"
C 5.047063 -0.408291 6.265726 0.6 0.1 0.4 -0.9934
N 4.272833 -1.541501 6.681116 -0.4 -1.3 -1.0 0.2409
C 3.458663 -1.308791 7.859216 -1.0 -0.8 -0.5 -0.9489
P 4.083053 -2.994451 5.763476 -0.3 0.5 0.8 0.2809
O 3.120013 -3.958381 6.405076 1.4 1.0 -0.5 -0.9228
N 3.603223 -2.455471 4.225636 -0.1 1.3 -0.3 0.5620
C 2.373443 -1.585731 4.147176 1.8 0.3 2.1 -1.7383
C 3.607203 -3.372711 3.090846 0.4 -0.1 1.1 -0.6614
N 5.646313 -3.626201 5.585686 -0.8 -0.4 -0.6 0.2966
C 6.058423 -4.915331 6.212726 -0.9 0.9 -0.1 -1.1358
C 6.697473 -2.918461 4.873806 0.8 -0.7 0.9 -1.0396
H 5.531293 -0.545901 5.298946 -0.1 0.1 0.1 0.2570
H 5.791163 -0.282101 7.052166 0.6 0.3 -0.2 0.3639
H 4.479623 0.522299 6.276616 -0.4 0.0 -0.3 0.4240
H 3.417613 -2.271271 8.369156 -0.4 0.3 0.4 0.2928
H 2.470843 -1.000601 7.516686 -0.5 -0.2 0.3 0.2087
H 3.747113 -0.503581 8.534886 0.9 -0.2 -0.2 0.3842
H 2.313203 -0.955081 3.260176 -0.1 -0.9 -0.6 0.5671
H 1.499683 -2.139411 4.490826 -0.3 0.1 -0.6 0.7561
H 2.558553 -0.808761 4.888896 -0.4 0.0 0.4 0.1865
H 2.910163 -4.156891 3.386316 -0.1 -0.5 -0.8 0.3509
H 3.310713 -2.834121 2.190776 0.0 -0.2 0.1 -0.1835
H 4.615483 -3.769041 2.970926 -0.1 -0.3 -0.2 0.3838
H 7.117453 -5.128121 6.066856 -0.1 0.2 -0.5 0.4114
H 5.943713 -4.860871 7.295306 -0.3 -0.2 0.0 0.3144
H 5.436823 -5.695931 5.774126 0.2 -0.3 0.4 0.3110
H 7.390773 -2.515721 5.612206 -0.2 1.1 0.1 0.3410
H 6.335213 -2.200101 4.138396 0.1 -0.1 0.2 0.2913
H 7.398823 -3.638531 4.452256 -0.5 -0.3 -0.9 0.4065
C 1.854763 6.090859 -1.494314 -0.3 -0.1 -1.7 -1.0671
N 1.253783 4.761809 -1.729704 0.5 -0.8 0.1 0.6049
C 0.298403 4.345479 -0.713964 -0.4 0.3 0.5 -0.2830
P 1.268623 3.937139 -3.248014 0.2 2.0 0.3 -0.0566
O 0.927083 2.494659 -3.168914 -0.6 0.9 0.1 -0.3737
N 0.286383 4.913069 -4.266424 0.3 -1.9 0.1 0.6355
C 0.443633 6.357269 -4.498504 0.2 -1.0 -0.3 -1.2532
C -0.950417 4.341619 -4.879084 0.6 0.5 0.8 -0.6028
N 2.867253 4.157029 -3.798634 -0.7 0.8 -0.5 0.1389
C 3.050833 4.126589 -5.267374 -0.3 -0.4 0.5 -0.8701
C 3.842053 3.424529 -3.020214 0.7 0.3 0.3 -1.3220
H 2.677003 6.156639 -2.206844 0.2 0.2 0.2 0.3609
H 2.191003 6.397719 -0.503924 0.1 -1.1 0.3 0.3350
H 1.168483 6.894059 -1.762634 -0.3 0.1 -0.2 0.3069
H 0.001623 3.296889 -0.735814 0.6 0.0 -0.2 -0.4250
H -0.650887 4.881149 -0.710194 -0.3 0.4 -0.6 0.3250
H 0.685573 4.612259 0.269406 0.4 -0.4 0.1 0.4082
H 1.450043 6.677509 -4.228914 -0.2 0.1 0.5 0.3813
H 0.379723 6.579429 -5.563704 -0.1 -0.2 -0.3 0.3809
H -0.366517 6.919889 -4.034594 0.2 0.2 0.4 0.2814
H -1.753017 4.944309 -4.454014 -0.4 0.3 -0.7 0.3931
H -0.852807 4.343079 -5.964704 -0.4 0.3 0.1 -0.0433
H -1.233107 3.333699 -4.575314 0.8 -0.1 0.2 0.1070
H 2.403713 4.869909 -5.733004 0.1 -0.1 0.0 0.2637
H 4.084093 4.285189 -5.576104 0.1 0.3 0.4 0.3769
H 2.792103 3.141259 -5.655034 -0.2 -0.2 -0.2 0.2137
H 3.811953 2.341489 -3.139484 -0.4 0.0 0.1 0.2463
H 3.766583 3.721749 -1.974244 -0.4 -0.4 0.1 0.3755
H 4.861933 3.724649 -3.260804 0.0 0.2 -0.5 0.5171
C 6.165493 -1.931571 0.225416 -0.5 1.5 -0.3 -0.9735
N 5.199683 -2.481731 -0.693294 -1.5 0.5 1.4 0.3270
C 5.676763 -3.437101 -1.652914 -0.6 0.4 -0.7 -0.7732
P 3.766473 -1.473851 -0.933944 1.0 -2.8 -0.4 0.3733
O 3.587783 -0.455771 0.124436 -0.1 -0.7 -0.1 -0.9646
N 4.036273 -0.849401 -2.475724 -1.0 -1.1 -0.6 0.4941
C 2.926973 -0.450101 -3.372044 -0.5 1.4 0.6 -1.2839
C 5.180573 0.043049 -2.603384 0.7 -0.8 -0.3 -1.2065
N 2.527843 -2.684361 -1.012254 1.1 1.9 -0.4 0.8293
C 1.676883 -2.957131 0.122096 -0.8 -0.1 0.3 -1.3518
C 2.433243 -3.693071 -2.041694 -0.9 0.3 -0.7 -1.4813
H 5.629143 -1.577861 1.105936 0.3 -0.3 0.3 0.2135
H 6.475403 -1.011301 -0.269734 1.2 0.3 0.5 0.2348
H 7.007333 -2.582941 0.460206 -0.2 -0.1 -0.1 0.4094
H 6.025963 -2.878181 -2.521114 -0.1 -0.4 -0.7 0.3150
H 4.842453 -4.106151 -1.863644 0.4 0.0 -0.6 0.0798
H 6.527123 -4.055261 -1.365074 -0.1 0.2 0.8 0.3663
H 2.126553 -1.136291 -3.648754 0.4 -0.7 0.6 0.0966
H 2.419043 0.394659 -2.906774 -0.4 0.2 0.0 0.3850
H 3.276313 -0.026021 -4.313444 0.6 -0.3 0.0 0.4782
H 5.026113 1.037049 -2.183594 0.0 0.0 0.0 0.3348
H 6.095383 -0.398241 -2.207794 -0.2 -0.1 0.7 0.3920
H 5.480913 0.062369 -3.651014 -0.5 0.5 -0.3 0.4256
H 1.865693 -3.870231 0.686636 1.2 -0.1 0.2 0.6154
H 1.596003 -2.114881 0.809246 0.4 0.0 -0.1 -0.0862
H 0.658653 -3.211401 -0.172314 -0.3 0.6 -0.7 0.6236
H 1.365183 -3.785761 -2.238544 -0.3 -0.7 0.2 0.3435
H 2.895463 -4.646101 -1.784394 -0.2 -0.1 0.2 0.3372
H 2.756773 -3.418101 -3.045604 0.7 0.5 0.3 0.3736
C -6.894047 0.472069 -0.312604 0.3 1.4 0.6 -1.3981
N -5.519587 0.747819 0.196226 -2.4 0.4 -1.4 0.4164
C -4.579017 -0.208441 -0.266514 2.4 -1.0 0.4 -1.2687
P -5.255477 1.535469 1.603886 0.5 3.0 1.6 0.3968
O -3.799037 1.950299 1.804606 -2.1 -1.7 0.0 -0.8389
N -6.258647 2.985299 1.644576 0.7 -2.6 -1.2 0.2230
C -6.412337 3.766719 0.383706 0.6 -0.3 1.5 -1.0467
C -6.327787 3.732869 2.898026 -0.5 -0.2 -0.5 -0.9812
N -5.933717 0.584139 2.838056 0.2 1.4 -1.1 0.8811
C -5.053327 0.108909 3.874026 -1.1 -0.4 0.8 -0.4745
C -7.403507 0.364969 3.051596 1.5 -0.1 -0.4 -1.1155
H -7.333327 -0.437571 0.096896 0.1 -0.2 -0.3 0.2285
H -6.911137 0.533619 -1.400734 0.3 -0.6 0.0 0.3765
H -7.539547 1.308549 -0.044774 -0.1 -0.1 0.4 0.5627
H -4.355837 -1.015081 0.431786 -0.4 -0.2 0.4 0.2813
H -3.599837 0.259649 -0.367554 0.0 0.1 -0.4 0.3473
H -4.820517 -0.762221 -1.173764 -0.4 0.7 -0.2 0.4013
H -5.502627 4.342299 0.212746 0.0 0.3 -0.2 0.2810
H -6.565937 3.126069 -0.484664 -0.1 0.0 0.2 0.3431
H -7.259547 4.430989 0.554266 0.0 0.1 -0.4 0.3506
H -5.531697 4.451509 3.092716 0.2 0.2 -0.4 0.2748
H -7.292317 4.235029 2.823026 0.0 0.4 0.5 0.3709
H -6.347697 3.096319 3.782626 -0.1 -0.4 -0.2 0.2321
H -5.417197 0.459269 4.839916 -0.1 0.0 0.4 0.4879
H -5.199577 -0.970991 3.851346 0.8 -0.4 0.4 0.0112
H -4.016407 0.443779 3.846416 -0.1 -0.2 -0.8 -0.3719
H -7.839277 1.134739 3.688506 0.0 0.0 0.1 0.2783
H -7.499527 -0.627401 3.492146 -0.1 0.0 0.3 0.3537
H -7.958217 0.316979 2.114536 0.2 0.3 0.0 0.2774
C 1.630433 1.754199 -9.470424 -1.7 -0.4 0.2 -1.3127
N 0.381623 2.044089 -8.678604 1.5 -0.4 -0.4 0.4096
C 0.485953 3.416069 -8.203534 -1.2 -0.4 -0.6 -1.1035
P -0.832617 0.956439 -8.198984 -0.1 -0.1 0.1 0.1940
O -2.157947 1.624699 -7.879544 2.4 -1.0 -0.4 -0.8963
N -0.829587 -0.238171 -9.445054 1.9 0.5 1.8 0.2286
C -1.288717 -1.589931 -9.124894 -0.2 0.5 0.6 -1.1045
C -1.183057 0.114809 -10.774264 -1.2 0.5 -0.5 -1.0012
N -0.173987 0.094159 -6.927554 -0.5 -0.7 0.9 0.9113
C -0.897257 -0.177931 -5.648834 -0.5 0.9 -1.1 -1.1592
C 1.186763 -0.443661 -6.907984 -0.3 1.2 -0.4 -0.1167
H 1.451653 2.200319 -10.448744 0.2 -0.5 -0.4 0.3457
H 1.806183 0.678469 -9.469114 0.0 0.1 -0.6 0.4297
H 2.531853 2.255599 -9.118094 -0.2 0.0 0.7 0.3595
H 1.380283 3.635799 -7.620444 -0.1 -0.4 0.6 0.1500
H -0.463787 3.615979 -7.707424 0.3 0.5 0.1 0.3617
H 0.610783 4.045189 -9.084854 -0.4 0.4 -0.1 0.3558
H -0.998207 -2.265151 -9.929754 -0.5 0.1 -0.2 0.3799
H -0.882107 -2.057321 -8.228054 0.4 0.6 0.2 0.2314
H -2.355567 -1.486571 -8.926774 -0.4 -0.8 -0.5 0.3798
H -0.829547 1.107949 -11.051394 0.2 -0.1 0.0 0.2899
H -0.894417 -0.641091 -11.504604 0.5 0.1 0.0 0.3038
H -2.272337 0.137389 -10.806884 -0.4 0.2 -0.5 0.3691
H -0.524527 -1.055931 -5.121304 0.2 0.1 -0.2 0.5160
H -0.800487 0.721119 -5.040184 -0.1 -0.3 0.5 0.1080
H -1.951407 -0.343941 -5.870894 0.0 0.1 0.1 0.3743
H 1.488933 -0.543641 -5.865494 0.0 -0.4 -0.1 -0.4171
H 1.870023 0.302159 -7.314204 0.2 -0.1 -0.2 0.2200
H 1.280373 -1.360591 -7.489864 0.1 -0.2 0.2 0.2016
C -0.718307 -4.950301 2.554946 -0.7 1.0 -0.3 -0.3508
O -1.766567 -4.002371 2.338526 0.0 -0.3 -0.2 0.1177
C -3.069127 -4.376561 2.759976 0.7 1.4 0.6 -1.1160
C -4.055827 -3.488981 1.951106 0.3 -2.0 0.8 2.3563
C -5.455397 -3.936261 2.292996 -1.2 1.1 -0.6 -1.9453
N -3.802987 -3.630001 0.523126 0.0 0.2 0.5 -0.5570
H -1.063197 -5.957691 2.321866 0.1 -0.1 0.0 0.3933
H -0.369287 -4.869871 3.584426 0.3 -0.2 0.0 0.2569
H 0.028233 -4.613321 1.835766 0.4 -0.4 0.3 -0.2842
H -3.185807 -5.459951 2.732576 -0.4 -0.2 -0.6 0.5863
H -3.157727 -4.100671 3.810746 -0.2 -0.1 0.3 0.1067
H -3.886277 -2.455851 2.254406 0.0 0.1 0.0 -1.0915
H -5.691767 -4.964501 2.019206 0.3 -0.1 0.2 0.4523
H -6.107187 -3.325061 1.668726 -0.3 0.0 -0.2 0.4250
H -5.820237 -3.716131 3.296256 0.5 -0.2 0.3 0.3116
H -4.090597 -4.567101 0.279796 -0.2 -0.3 -0.3 0.3754
H -2.794057 -3.675651 0.513696 0.5 0.3 -0.8 0.0928
O -0.334237 -0.378891 5.955516 -2.2 -0.7 0.1 -0.5254
C -1.424857 -0.946451 6.012776 3.3 1.4 -0.1 0.0688
C -1.942307 -1.947401 5.062516 -0.3 -0.4 0.3 1.8180
C -3.069827 -2.557681 5.881196 -1.3 -0.5 -0.6 -0.3747
C -3.379837 -1.630871 7.071976 0.4 -0.5 -1.5 -0.5440
O -2.271707 -0.729361 7.019146 -0.3 0.8 1.5 -0.3727
H -2.340747 -1.450171 4.178146 0.1 0.2 0.0 -1.0786
H -1.173517 -2.633431 4.706966 0.0 0.1 0.2 0.0944
H -3.913537 -2.495981 5.193856 -0.4 -0.9 0.4 -0.0929
H -2.869947 -3.559861 6.260386 -0.1 -0.1 -0.5 0.3974
H -4.331417 -1.123611 6.912976 0.2 0.4 0.1 0.2888
H -3.464737 -2.205961 7.994016 0.5 0.4 0.2 0.2602
O -0.885547 -1.207131 -2.350044 1.1 0.8 2.9 -0.6261
C -0.676187 -0.878141 -1.178484 -1.9 -0.3 -1.6 0.4439
C -0.053647 0.372449 -0.543664 0.2 -0.4 0.2 0.1499
C -0.417367 0.227199 0.934486 1.0 1.8 0.5 -0.1750
C -0.974757 -1.126191 1.113616 -0.1 -0.5 1.4 1.2140
O -1.270077 -1.613331 -0.159334 0.0 -0.5 -1.5 -0.3259
H 1.022973 0.418679 -0.707554 0.0 -0.2 -0.1 -0.0219
H -0.471227 1.306559 -0.919374 -0.1 -0.4 -0.6 -0.0295
H 0.426183 0.339519 1.615596 0.3 0.2 -0.2 0.4487
H -1.106327 1.023209 1.216976 -0.3 -0.2 0.0 -0.1303
H -0.290577 -1.786651 1.646346 0.3 -0.2 -0.3 -0.6050
H -1.826477 -1.116481 1.793756 -0.6 -0.1 -0.5 -0.6720
O 0.763323 4.277829 6.219606 -2.9 -2.6 -2.0 -0.6718
C -0.122827 3.523359 5.746746 2.1 1.2 1.9 0.3918
C -1.310097 2.896099 6.448566 -0.7 0.6 0.2 -0.2914
C -2.281517 2.759039 5.278946 -1.2 0.0 0.8 -0.1658
C -1.408497 2.425819 4.127506 -0.2 0.6 -0.5 0.6818
O -0.151697 3.048889 4.493526 0.8 0.2 -1.3 -0.3801
H -1.041687 1.916959 6.845216 0.2 0.0 0.0 0.0308
H -1.681987 3.535189 7.249426 0.1 -0.1 0.0 0.3956
H -3.111447 2.058229 5.369436 0.2 -0.2 0.4 0.0440
H -2.761117 3.712179 5.056196 0.0 0.2 0.2 0.3432
H -1.369617 1.365749 3.876816 0.8 -0.1 0.4 -0.4529
H -1.862957 2.898659 3.256876 0.7 0.1 -0.3 0.1561